1:
# C11H18

A 2-piece molecular cluster, C11H18 overall (wB97M-V/def2-TZVPD, the Open Molecules 2025 dataset).

Each line ends with the natural charge from an NBO analysis.
Geometry (Å):
1 C -1.48945 -1.90325 0.76885  -0.22
2 C -2.65233 -2.59467 1.41969  -0.62
3 C -1.49248 -2.09388 -0.75022  -0.60
4 C -1.24589 -0.41573 1.08406  -0.60
5 H -0.55464 -2.39435 1.06942  0.19
6 H -2.81716 -2.36634 2.48641  0.21
7 H -2.20566 -1.43250 -1.25230  0.20
8 H -0.49961 -1.93491 -1.17474  0.20
9 H -1.78902 -3.09342 -1.06964  0.21
10 H -1.20556 -0.28572 2.15853  0.20
11 H -0.26888 -0.16631 0.75266  0.21
12 H -2.00643 0.20095 0.61839  0.20
13 H -2.51186 -3.67937 1.48378  0.21
14 H -3.64700 -2.43441 0.98987  0.21
15 C 2.44515 -0.03392 0.61820  -0.64
16 C 0.92245 1.93956 -2.20628  -0.19
17 C 0.94742 3.24013 -1.71866  -0.23
18 C 1.36745 0.85567 -1.46251  -0.24
19 C 1.82785 1.10591 -0.17010  0.01
20 C 1.30039 3.43675 -0.39433  -0.19
21 C 1.75466 2.37228 0.37837  -0.23
22 H 0.59629 1.85274 -3.23950  0.21
23 H 0.75538 4.05178 -2.40655  0.22
24 H 1.11587 -0.15645 -1.73796  0.21
25 H 1.29199 4.41230 0.07691  0.21
26 H 2.75691 0.21864 1.62872  0.22
27 H 3.34594 -0.33035 0.07656  0.22
28 H 2.16063 2.54116 1.36790  0.21
29 H 1.79759 -0.91228 0.60446  0.21

- Structure (SMILES): Cc1ccccc1.CC(C)C
- 2S+1: 1
- HOMO: -9.04 eV


2:
# C11H18

A 3-piece molecular cluster, C11H18 overall (wB97M-V/def2-TZVPD, the Open Molecules 2025 dataset).

Each line ends with the natural charge from an NBO analysis.
Geometry (Å):
1 C -1.53414 -0.57504 -1.72935  -0.31
2 C -1.16116 -0.16047 -0.49230  -0.27
3 C -1.90286 0.80407 0.23044  -0.23
4 C -3.27151 0.98703 -0.12098  -0.15
5 C -3.70460 0.58369 -1.39375  -0.26
6 C -2.84083 -0.05233 -2.12359  -0.16
7 C 2.66751 1.36178 2.56213  -0.61
8 C 2.46254 1.13492 1.00448  -0.40
9 C 1.68060 -0.27188 0.86346  -0.42
10 C 1.35709 -0.67011 -0.59403  -0.51
11 C 0.48682 -1.90610 -0.74586  -0.66
12 H -0.84257 -1.13666 -2.36170  0.26
13 H -0.22748 -0.46834 0.07336  0.28
14 H -1.74630 0.87042 1.44225  0.21
15 H -3.87346 1.51652 0.43075  0.19
16 H -4.71067 0.76481 -1.83860  0.23
17 H -3.12264 -0.33951 -3.22345  0.20
18 H 1.63788 1.51764 3.00429  0.21
19 H 3.22973 0.47747 3.00984  0.21
20 H 3.38146 2.18513 2.86171  0.21
21 H 3.49991 1.06895 0.69102  0.21
22 H 1.84583 1.82243 0.48866  0.21
23 H 2.37546 -1.12532 1.03678  0.22
24 H 0.78630 -0.60024 1.54463  0.22
25 H 2.28684 -0.80853 -1.30284  0.22
26 H 0.75589 0.06726 -1.10006  0.21
27 H -0.81231 -1.66557 -0.83890  0.30
28 H 0.85877 -2.51651 -1.75306  0.21
29 H 0.43790 -2.86551 0.37469  0.17

- 2S+1: 1
- HOMO: -8.47 eV


Tell me which of them is the least stable. Sure, it is 2.


1:
# C11H18

A 2-piece molecular cluster, C11H18 overall (wB97M-V/def2-TZVPD, the Open Molecules 2025 dataset).

Each line ends with the natural charge from an NBO analysis.
Geometry (Å):
1 C -0.87268 -2.00669 2.06347  -0.65
2 C 1.89934 0.63113 1.97073  -0.24
3 C 0.68250 -0.09622 2.16125  -0.19
4 C 2.69114 -0.05623 1.09289  -0.20
5 C 0.26221 -1.23538 1.50736  -0.07
6 C 2.26091 -1.07133 0.21812  -0.22
7 C 1.09546 -1.75616 0.53022  -0.19
8 H 2.43723 1.41158 2.60501  0.24
9 H 0.13254 0.29367 3.01985  0.21
10 H 3.72813 0.19988 0.93617  0.20
11 H 2.95703 -1.36106 -0.58383  0.22
12 H -0.45667 -2.69568 2.91350  0.24
13 H -1.53542 -2.52125 1.23675  0.23
14 H 0.89259 -2.70667 0.04469  0.22
15 H -1.76537 -1.32378 2.38656  0.23
16 C -1.32981 1.09638 -1.15797  -0.22
17 C -1.84976 1.94914 -2.27214  -0.62
18 C -1.28574 -0.44460 -1.62173  -0.61
19 C 0.13635 1.50951 -0.98879  -0.61
20 H -1.87064 1.20914 -0.13891  0.20
21 H -1.51302 2.88830 -1.79207  0.22
22 H -0.62272 -0.55174 -2.51032  0.19
23 H -1.03709 -1.19765 -0.83710  0.21
24 H -2.18534 -0.69633 -2.08140  0.20
25 H 0.21226 2.62404 -1.28477  0.19
26 H 0.56109 1.38635 0.05725  0.23
27 H -2.97096 1.88008 -2.55491  0.21
28 H -1.35365 1.69421 -3.22949  0.21
29 H 0.70012 0.94739 -1.69036  0.20

- Structure (SMILES): Cc1ccccc1.CC(C)C
- 2S+1: 1
- HOMO: -9.01 eV


2:
# C11H18

A 2-piece molecular cluster, C11H18 overall (wB97M-V/def2-TZVPD, the Open Molecules 2025 dataset).

Each line ends with the natural charge from an NBO analysis.
Geometry (Å):
1 C -2.34956 1.83494 -0.37299  -0.63
2 C -0.22125 3.00643 0.33792  -0.22
3 C -0.98425 1.85859 0.25257  -0.01
4 C 1.03938 3.01629 0.94307  -0.21
5 C 1.49138 1.83837 1.50637  -0.21
6 C -0.41291 0.64828 0.66024  -0.23
7 C 0.86315 0.62732 1.19157  -0.21
8 H -0.59883 3.93734 -0.08099  0.21
9 H 1.75653 3.82205 0.81830  0.22
10 H -2.60127 2.63332 -1.06385  0.22
11 H -3.09326 1.94372 0.42308  0.22
12 H 2.41073 1.83063 2.07228  0.21
13 H -0.78479 -0.32073 0.37534  0.22
14 H 1.48699 -0.24073 1.34827  0.21
15 H -2.53464 0.86755 -0.83066  0.21
16 C 0.42427 -2.33442 -0.83539  -0.22
17 C 0.57857 -2.93850 0.55664  -0.62
18 C 1.04342 -3.20930 -1.95677  -0.60
19 C -1.09619 -2.12710 -1.22716  -0.61
20 H 0.95024 -1.38072 -0.88927  0.20
21 H 1.43253 -3.63695 0.51627  0.21
22 H 0.93836 -4.26530 -1.68963  0.20
23 H 0.63887 -2.91145 -2.91893  0.21
24 H 2.12151 -3.04656 -1.93662  0.20
25 H -1.68826 -2.72241 -0.53757  0.20
26 H -1.48512 -1.11765 -1.19433  0.20
27 H -1.19254 -2.51740 -2.23366  0.21
28 H -0.18087 -3.68507 0.80788  0.21
29 H 0.68066 -2.18307 1.32415  0.21

- Structure (SMILES): Cc1ccccc1.CC(C)C
- 2S+1: 1
- HOMO: -8.94 eV


Tell me which of them is the least stable. Sure, it is 1.


1:
# C6H16N3O

A 2-piece molecular cluster, C6H16N3O overall (wB97M-V/def2-TZVPD, the Open Molecules 2025 dataset).

Each line ends with the natural charge from an NBO analysis.
Geometry (Å):
1 C -1.22124 -0.87035 -0.96585  0.61
2 C 1.53398 -1.05194 -1.39456  -0.42
3 C 1.93164 -0.53212 0.99086  -0.32
4 C -1.97058 1.29632 0.82382  -0.44
5 C -1.04392 -0.45136 2.18979  -0.41
6 C -0.20086 -0.38473 0.00906  0.09
7 N -1.33673 -2.19605 -0.93896  -0.78
8 N 1.09750 -0.77167 -0.02977  -0.22
9 N -0.71968 0.40063 1.04859  -0.39
10 O -1.78991 -0.08072 -1.67465  -0.57
11 H 0.71897 -1.18863 -2.06723  0.25
12 H 1.98479 -0.08666 -1.81154  0.24
13 H 2.34895 -1.69694 -1.37361  0.24
14 H 3.00269 -0.50951 0.89963  0.23
15 H 0.32464 2.34749 -0.96052  -0.03
16 H 1.69424 -0.65189 2.00074  0.20
17 H -1.95875 2.22141 1.47120  0.25
18 H -2.14426 1.51189 -0.22383  0.28
19 H -2.89183 0.85253 1.16135  0.24
20 H -0.11438 -0.84398 2.59098  0.22
21 H -1.58236 0.12053 3.00153  0.24
22 H -1.58082 -1.27484 1.74768  0.23
23 H 0.52025 2.01695 -1.60988  0.03
24 H -0.67504 -2.73202 -0.47267  0.40
25 H -1.94431 -2.69755 -1.51528  0.42
26 H 0.10280 1.15151 1.39094  0.44

- Total charge: +1
- 2S+1: 1
- HOMO: -11.73 eV


2:
# C6H16N3O

C6H16N3O as an isolated structure (wB97M-V/def2-TZVPD, the Open Molecules 2025 dataset).

Each line ends with the natural charge from an NBO analysis.
Geometry (Å):
1 C 0.69625 0.09006 1.96020  0.49
2 C -0.41014 1.25850 3.68867  -0.64
3 C -0.59698 0.47155 -3.83985  -0.61
4 C 0.08178 -0.14135 3.32268  -0.46
5 C -0.64867 -1.04817 -3.64757  -0.06
6 C -0.26421 -1.61241 -1.21392  0.18
7 N -0.13243 -0.13675 0.99825  -0.41
8 N 1.87430 0.68583 1.81929  -0.80
9 N 0.23468 -0.03071 -0.35598  -0.44
10 O 0.09539 -1.48848 -2.50121  -0.49
11 H 0.17084 1.85530 4.35232  0.24
12 H -0.76184 1.83392 2.85083  0.22
13 H -1.29949 1.27927 4.31711  0.25
14 H -1.14510 0.88127 -4.61721  0.24
15 H -0.87764 1.05533 -2.88769  0.17
16 H 0.38390 0.71967 -3.93487  0.21
17 H 0.79809 -0.54807 3.96903  0.23
18 H -0.48040 -1.03878 3.14616  0.26
19 H -0.19639 -1.47820 -4.44929  0.21
20 H -1.77561 -1.27538 -3.62104  0.19
21 H -1.31206 -1.96841 -1.01428  0.22
22 H 0.32650 -2.44084 -0.86079  0.21
23 H 2.24086 0.81458 2.72068  0.41
24 H 1.92161 1.43528 1.16912  0.40
25 H 1.19487 0.13914 -0.36965  0.38
26 H -0.11812 0.68784 -1.00099  0.41

- Total charge: +1
- 2S+1: 1
- HOMO: -13.50 eV


Tell me which of them is the least stable. Sure, it is 1.


1:
# C4H12

A 2-piece molecular cluster, C4H12 overall (wB97M-V/def2-TZVPD, the Open Molecules 2025 dataset).

Each line ends with the natural charge from an NBO analysis.
Geometry (Å):
1 C -0.21920 -1.33970 -1.48800  -0.62
2 C 0.97750 -0.85480 -2.36942  -0.61
3 H -0.11474 -2.17364 -0.79923  0.21
4 H -0.41154 -0.42850 -0.91400  0.20
5 H -1.05416 -1.63141 -2.12358  0.20
6 H 1.88934 -1.26626 -1.94611  0.21
7 H 0.83521 -1.25751 -3.37312  0.20
8 H 1.06360 0.22365 -2.43245  0.20
9 C -0.44320 0.35757 2.13109  -0.62
10 C -0.34140 1.83046 1.71984  -0.60
11 H 0.39610 -0.14607 1.63845  0.20
12 H -0.24168 0.38018 3.20120  0.21
13 H -1.29498 -0.24375 1.83696  0.21
14 H 0.41333 2.36378 2.29219  0.20
15 H -0.06320 1.94668 0.67024  0.20
16 H -1.28938 2.34895 1.88350  0.20

- Structure (SMILES): CC.CC
- 2S+1: 1
- HOMO: -11.52 eV


2:
# C4H12

A 2-piece molecular cluster, C4H12 overall (wB97M-V/def2-TZVPD, the Open Molecules 2025 dataset).

Each line ends with the natural charge from an NBO analysis.
Geometry (Å):
1 C 0.93599 1.52552 1.52151  -0.61
2 C 2.27766 0.93862 1.98013  -0.61
3 H 0.26896 0.69503 1.28306  0.20
4 H 0.47316 2.12074 2.30262  0.20
5 H 1.05356 2.10456 0.60778  0.20
6 H 2.30497 0.68980 3.04033  0.20
7 H 3.10104 1.63276 1.78588  0.20
8 H 2.51231 0.03991 1.41226  0.20
9 C -1.10912 -1.21859 -1.17113  -0.61
10 C -2.10144 -1.21885 -2.33286  -0.60
11 H -0.60279 -0.25570 -1.10489  0.20
12 H -1.63115 -1.34618 -0.21900  0.20
13 H -0.30075 -1.95177 -1.21995  0.20
14 H -2.54404 -2.21071 -2.44980  0.20
15 H -1.62933 -0.92530 -3.26851  0.20
16 H -2.89820 -0.51389 -2.10960  0.20

- Structure (SMILES): CC.CC
- 2S+1: 1
- HOMO: -11.77 eV


3:
# C4H12

A 2-piece molecular cluster, C4H12 overall (wB97M-V/def2-TZVPD, the Open Molecules 2025 dataset).

Each line ends with the natural charge from an NBO analysis.
Geometry (Å):
1 C 1.89676 -0.26849 -1.27572  -0.58
2 C 0.93294 -1.45896 -1.36367  -0.61
3 H 2.79993 -0.53903 -1.64510  0.20
4 H 1.50803 0.59646 -1.89302  0.19
5 H 1.84679 0.08009 -0.37048  0.19
6 H 1.29200 -2.43573 -0.87646  0.20
7 H 0.05222 -0.99682 -0.90192  0.21
8 H 0.88818 -1.87036 -2.39221  0.21
9 C -0.90806 1.22649 1.79789  -0.61
10 C -1.94577 0.57623 0.89291  -0.61
11 H -1.11198 0.92431 2.79477  0.20
12 H 0.02484 0.73712 1.47798  0.20
13 H -0.75677 2.27378 1.82777  0.21
14 H -2.30365 -0.29032 1.47558  0.21
15 H -1.41797 0.27184 -0.03197  0.20
16 H -2.79748 1.17340 0.48365  0.21

- Structure (SMILES): CC.CC
- 2S+1: 1
- HOMO: -11.30 eV


4:
# C4H12

A 2-piece molecular cluster, C4H12 overall (wB97M-V/def2-TZVPD, the Open Molecules 2025 dataset).

Each line ends with the natural charge from an NBO analysis.
Geometry (Å):
1 C -1.42085 2.26280 0.82842  -0.62
2 C -2.21565 1.19953 -0.02564  -0.64
3 H -2.25480 2.45476 1.72023  0.20
4 H -0.41553 1.94137 1.20061  0.21
5 H -1.16917 3.24435 0.36583  0.21
6 H -2.39688 1.69892 -0.99576  0.22
7 H -1.51888 0.55169 -0.54540  0.20
8 H -2.91022 0.52483 0.29719  0.22
9 C 1.56197 -2.45261 -0.31851  -0.61
10 C 1.95119 -0.97216 -0.41985  -0.60
11 H 0.72399 -2.60111 0.28376  0.20
12 H 1.39987 -3.05458 -1.25219  0.20
13 H 2.41037 -2.88645 0.17344  0.20
14 H 1.11673 -0.33147 -0.50882  0.20
15 H 2.59770 -0.88902 -1.30458  0.20
16 H 2.54014 -0.69084 0.50126  0.20

- Structure (SMILES): CC.CC
- 2S+1: 1
- HOMO: -11.23 eV


Tell me which of them is the least stable. Sure, it is 4.